Here is a molecular structure, C49H38F3N5OP2S3Ti in a non-equilibrium geometry from the OMol25 dataset. Energies are from ωB97M-V with the def2-TZVPD basis set.

```
102
C49H38F3N5OP2S3Ti (ωB97M-V with the def2-TZVPD basis set)
Ti 0.395 0.867 1.226
O 3.683 -0.063 -0.459
S 2.248 0.148 -0.757
C 2.193 1.435 -1.998
C 3.391 1.759 -2.615
C 3.401 2.748 -3.584
C 2.220 3.394 -3.926
C 1.033 3.073 -3.286
C 1.007 2.103 -2.284
P -0.533 1.575 -1.441
C -1.517 3.139 -1.484
C -0.851 4.339 -1.217
C -1.539 5.539 -1.149
C -2.914 5.570 -1.335
C -3.588 4.389 -1.595
C -2.898 3.186 -1.666
C -1.258 0.556 -2.800
C -0.487 0.131 -3.882
C -1.048 -0.626 -4.900
C -2.394 -0.956 -4.872
C -3.169 -0.558 -3.794
C -2.599 0.164 -2.757
C 1.862 -1.345 -1.688
C 2.545 -1.583 -2.875
C 2.492 -2.838 -3.448
C 1.777 -3.855 -2.824
C 1.093 -3.609 -1.647
C 1.125 -2.345 -1.053
P 0.101 -1.958 0.428
C 0.807 -2.948 1.797
C 0.217 -2.764 3.047
C 0.666 -3.481 4.143
C 1.711 -4.387 3.999
C 2.306 -4.565 2.760
C 1.859 -3.843 1.660
C -1.337 -3.055 0.019
C -2.169 -2.653 -1.019
C -3.221 -3.446 -1.445
C -3.460 -4.664 -0.823
C -2.638 -5.077 0.214
C -1.580 -4.282 0.636
H 4.296 1.247 -2.313
H 4.328 3.017 -4.071
H 2.223 4.160 -4.691
H 0.121 3.582 -3.565
H 0.215 4.347 -1.044
H -0.997 6.452 -0.941
H -3.452 6.507 -1.279
H -4.659 4.395 -1.750
H -3.466 2.297 -1.878
H 0.557 0.398 -3.952
H -0.429 -0.947 -5.727
H -2.833 -1.526 -5.679
H -4.217 -0.824 -3.747
H -3.204 0.376 -1.886
H 3.120 -0.791 -3.336
H 3.017 -3.031 -4.375
H 1.746 -4.843 -3.262
H 0.511 -4.401 -1.193
H -0.581 -2.040 3.174
H 0.209 -3.323 5.111
H 2.064 -4.944 4.857
H 3.126 -5.262 2.648
H 2.342 -3.976 0.701
H -1.965 -1.718 -1.517
H -3.847 -3.118 -2.264
H -4.281 -5.289 -1.149
H -2.813 -6.028 0.700
H -0.954 -4.628 1.446
N 2.828 4.774 1.216
C 2.001 3.713 1.302
S 2.660 2.134 1.395
N 0.714 3.967 1.320
N -0.066 2.853 1.342
C -1.312 3.142 1.530
C -2.284 2.085 1.527
C -3.631 2.331 1.773
C -4.513 1.273 1.810
C -4.019 -0.009 1.605
C -2.671 -0.173 1.359
N -1.804 0.844 1.291
H 3.805 4.624 1.403
H 2.449 5.690 1.389
H -1.590 4.174 1.704
H -3.954 3.350 1.938
H -5.564 1.436 2.006
H -4.664 -0.875 1.643
H -2.274 -1.162 1.199
F 1.727 1.826 6.125
C 1.850 0.492 6.140
F 0.679 -0.014 6.558
F 2.762 0.193 7.081
C 2.257 -0.052 4.798
C 3.464 -0.695 4.639
C 3.827 -1.168 3.382
C 2.980 -0.941 2.326
N 1.804 -0.307 2.460
C 1.420 0.111 3.682
S -0.126 0.860 3.683
H 4.122 -0.828 5.486
H 4.759 -1.689 3.227
H 3.255 -1.264 1.334
```

Properties
- largest force on an atom (eV Å⁻¹) = 2.194
- ⟨S²⟩ = 0.762
- multiplicity = 2
- LUMO (alpha / beta) (eV) = -3.2 / -3.2
- ΔE to the lowest compared entry with this formula, charge and spin (eV) = 0.008
- HOMO-LUMO gap (alpha / beta) (eV) = 6.66 / 6.88
- total energy (eV) = -143277.2101
- charge = +1

***

Here is a molecular structure, C49H39F3N6PW from the OMol25 dataset. Energies are from ωB97M-V with the def2-TZVPD basis set.

```
99
C49H39F3N6PW (ωB97M-V with the def2-TZVPD basis set)
W -0.030 -0.325 1.022
C 2.164 1.329 -3.833
N 2.037 0.679 -2.524
C 0.948 0.709 -1.728
N 1.205 -0.027 -0.648
C 2.465 -0.551 -0.758
C 3.015 -0.106 -1.935
C 4.323 -0.382 -2.542
C 4.701 -1.704 -2.775
C 5.941 -1.978 -3.329
C 6.805 -0.938 -3.648
C 6.432 0.379 -3.413
C 5.193 0.661 -2.860
C 2.842 -1.418 0.351
C 1.762 -2.005 1.061
C 2.011 -2.810 2.185
C 3.307 -2.987 2.626
C 4.360 -2.394 1.929
C 4.137 -1.613 0.800
P -0.692 1.495 -2.038
C -1.657 0.026 -1.560
N -1.421 -0.819 -0.531
C -2.308 -1.874 -0.666
C -3.108 -1.634 -1.755
N -2.672 -0.449 -2.300
C -3.232 0.150 -3.516
C -4.190 -2.451 -2.325
C -3.921 -3.757 -2.731
C -4.939 -4.538 -3.255
C -6.222 -4.021 -3.372
C -6.494 -2.723 -2.962
C -5.480 -1.937 -2.437
C -2.301 -3.087 0.163
C -3.440 -3.461 0.870
C -3.437 -4.632 1.612
C -2.303 -5.435 1.646
C -1.175 -5.081 0.917
C -1.178 -3.913 0.168
C -0.776 2.334 -0.416
N -0.437 1.682 0.693
C -0.282 2.591 1.712
C -0.614 3.829 1.228
N -0.902 3.636 -0.118
C -1.254 4.710 -1.053
C -0.624 5.141 1.889
C -1.803 5.882 1.972
C -1.800 7.108 2.616
C -0.627 7.595 3.179
C 0.546 6.856 3.101
C 0.551 5.629 2.458
C 0.366 2.056 2.911
C 0.052 2.398 4.213
C 0.747 1.796 5.258
C 1.743 0.851 5.021
C 2.059 0.498 3.724
C 1.365 1.081 2.656
H 1.175 1.464 -4.263
H 2.655 2.294 -3.731
H 2.758 0.691 -4.482
H 4.019 -2.512 -2.539
H 6.231 -3.002 -3.520
H 7.771 -1.154 -4.083
H 7.110 1.186 -3.656
H 4.915 1.688 -2.658
H 0.833 -2.266 0.503
H 1.192 -3.326 2.672
H 3.508 -3.611 3.485
H 5.376 -2.550 2.270
H 4.966 -1.155 0.276
H -3.574 -0.651 -4.165
H -4.075 0.791 -3.267
H -2.468 0.729 -4.028
H -2.919 -4.157 -2.638
H -4.731 -5.550 -3.575
H -7.015 -4.633 -3.781
H -7.497 -2.326 -3.044
H -5.698 -0.931 -2.095
H -4.324 -2.835 0.839
H -4.322 -4.922 2.161
H -2.310 -6.352 2.220
H -0.312 -5.735 0.901
H -0.336 -3.685 -0.479
H -0.655 5.586 -0.822
H -1.050 4.380 -2.068
H -2.308 4.959 -0.955
H -2.724 5.493 1.555
H -2.714 7.683 2.686
H -0.629 8.553 3.681
H 1.459 7.239 3.538
H 1.467 5.054 2.386
H -0.721 3.128 4.414
H 0.506 2.071 6.277
H 2.278 0.412 5.852
H 2.863 -0.200 3.526
H 1.853 1.076 1.676
F -0.329 -1.094 3.973
C -0.772 -1.346 2.770
F -1.673 -0.152 2.417
F -1.538 -2.388 2.823
```

Properties
- largest force on an atom (eV Å⁻¹) = 0.350
- ⟨S²⟩ = 2.018
- multiplicity = 3
- LUMO (alpha / beta) (eV) = -8.9 / -9.3
- HOMO-LUMO gap (alpha / beta) (eV) = 6.48 / 6.00
- total energy (eV) = -79631.3089
- charge = +3

***

Here is a molecular structure, C49H39HgN4OP2S from the OMol25 dataset. Energies are from ωB97M-V with the def2-TZVPD basis set.

```
97
C49H39HgN4OP2S (ωB97M-V with the def2-TZVPD basis set)
Hg -0.359 -0.023 1.086
N -4.090 -2.138 2.417
C -2.796 -1.720 2.117
S -2.562 0.027 2.277
N -1.986 -2.651 1.736
N -0.747 -2.241 1.345
C 0.175 -3.132 1.021
C -0.124 -4.586 0.985
C 0.633 -5.498 1.716
C 0.357 -6.859 1.665
C -0.688 -7.326 0.880
C -1.457 -6.422 0.156
C -1.180 -5.065 0.212
C 1.451 -2.635 0.622
C 2.460 -3.470 0.054
C 3.619 -2.933 -0.421
C 3.831 -1.532 -0.352
C 2.826 -0.778 0.198
N 1.682 -1.277 0.680
H -4.582 -1.549 3.068
H -4.150 -3.127 2.610
H 1.447 -5.134 2.333
H 0.956 -7.551 2.243
H -0.907 -8.386 0.839
H -2.280 -6.776 -0.453
H -1.785 -4.360 -0.347
H 2.283 -4.534 -0.020
H 4.369 -3.578 -0.863
H 4.735 -1.066 -0.716
H 2.930 0.303 0.266
O 1.023 2.050 -1.350
C 1.037 3.370 -1.008
C 0.991 4.412 -1.926
C 1.004 5.719 -1.462
C 1.050 5.998 -0.102
C 1.045 4.946 0.798
C 1.036 3.623 0.364
P 0.838 2.258 1.553
C -0.248 3.018 2.804
C -1.576 3.232 2.432
C -2.478 3.766 3.336
C -2.064 4.079 4.626
C -0.749 3.859 5.004
C 0.160 3.329 4.094
C 2.450 2.044 2.356
C 2.593 0.954 3.218
C 3.811 0.699 3.826
C 4.905 1.515 3.561
C 4.775 2.588 2.693
C 3.550 2.855 2.093
C 1.103 1.584 -2.646
C 2.094 2.001 -3.519
C 2.144 1.447 -4.788
C 1.223 0.480 -5.171
C 0.267 0.048 -4.264
C 0.194 0.587 -2.981
P -0.937 -0.066 -1.687
C -1.197 -1.772 -2.282
C -0.104 -2.632 -2.154
C -0.195 -3.950 -2.567
C -1.385 -4.430 -3.102
C -2.479 -3.586 -3.217
C -2.386 -2.259 -2.809
C -2.504 0.815 -1.958
C -2.594 1.912 -2.814
C -3.770 2.647 -2.898
C -4.868 2.289 -2.129
C -4.785 1.201 -1.268
C -3.608 0.473 -1.173
H 0.939 4.212 -2.987
H 0.969 6.529 -2.179
H 1.059 7.020 0.251
H 1.016 5.146 1.863
H -1.914 2.963 1.436
H -3.508 3.919 3.040
H -2.771 4.486 5.338
H -0.425 4.096 6.009
H 1.186 3.159 4.397
H 1.754 0.292 3.400
H 3.914 -0.151 4.489
H 5.861 1.306 4.024
H 5.628 3.219 2.478
H 3.458 3.691 1.411
H 2.822 2.737 -3.204
H 2.918 1.763 -5.476
H 1.263 0.051 -6.163
H -0.424 -0.738 -4.543
H 0.825 -2.271 -1.724
H 0.658 -4.608 -2.449
H -1.462 -5.465 -3.412
H -3.411 -3.957 -3.624
H -3.248 -1.609 -2.907
H -1.745 2.190 -3.426
H -3.828 3.495 -3.567
H -5.786 2.859 -2.197
H -5.632 0.926 -0.652
H -3.545 -0.346 -0.465
```

Properties
- largest force on an atom (eV Å⁻¹) = 0.474
- ⟨S²⟩ = 0.772
- multiplicity = 2
- LUMO (alpha / beta) (eV) = 0.4 / 0.4
- ΔE to the lowest compared entry with this formula, charge and spin (eV) = 0.000
- HOMO-LUMO gap (alpha / beta) (eV) = 4.99 / 7.28
- total energy (eV) = -93041.6830

***

Here is a molecular structure, C49H40CaN3O4P3S4 from the OMol25 dataset. Energies are from ωB97M-V with the def2-TZVPD basis set.

```
104
C49H40CaN3O4P3S4 (ωB97M-V with the def2-TZVPD basis set)
Ca -0.190 1.683 1.700
O -2.072 -1.862 0.098
C -1.929 -0.660 0.355
O -0.974 0.099 0.015
C -2.954 -0.004 1.281
C -4.217 -0.511 1.539
C -5.015 0.164 2.455
C -4.527 1.291 3.102
C -3.243 1.724 2.795
N -2.509 1.090 1.889
C -2.556 2.932 3.469
O -3.226 3.545 4.304
O -1.378 3.140 3.065
H -4.534 -1.417 1.042
H -6.013 -0.200 2.673
H -5.095 1.842 3.838
S 1.113 3.671 0.209
S 1.924 4.272 2.032
S 3.129 2.749 2.693
S 1.947 1.290 3.580
N -2.459 3.026 -0.683
C -2.234 3.930 -1.708
C -2.907 5.157 -1.713
C -2.749 6.047 -2.757
C -1.919 5.740 -3.829
C -1.239 4.532 -3.826
C -1.375 3.621 -2.782
P -0.415 2.075 -2.634
C -1.535 0.849 -3.405
C -1.159 -0.491 -3.313
C -1.987 -1.493 -3.786
C -3.220 -1.174 -4.340
C -3.614 0.154 -4.417
C -2.776 1.161 -3.952
C 0.871 2.313 -3.911
C 0.819 1.797 -5.202
C 1.879 1.989 -6.080
C 2.996 2.707 -5.678
C 3.054 3.228 -4.390
C 2.004 3.024 -3.508
H -2.617 3.466 0.214
H -1.753 2.298 -0.609
H -3.548 5.404 -0.874
H -3.275 6.994 -2.730
H -1.790 6.439 -4.646
H -0.569 4.293 -4.644
H -0.225 -0.750 -2.829
H -1.684 -2.528 -3.680
H -3.882 -1.959 -4.687
H -4.583 0.413 -4.829
H -3.096 2.195 -4.011
H -0.051 1.233 -5.517
H 1.830 1.575 -7.081
H 3.824 2.853 -6.362
H 3.927 3.780 -4.064
H 2.059 3.404 -2.490
N 0.843 -1.942 1.429
P 1.803 -0.660 0.721
C 3.497 -1.213 1.176
C 3.835 -2.552 1.346
C 5.140 -2.917 1.636
C 6.125 -1.943 1.751
C 5.795 -0.608 1.574
C 4.485 -0.242 1.291
C 1.879 -1.259 -1.017
C 2.426 -0.353 -1.926
C 2.595 -0.696 -3.259
C 2.202 -1.951 -3.707
C 1.636 -2.851 -2.815
C 1.475 -2.508 -1.479
P -0.086 -1.452 2.815
C -1.227 -2.891 2.915
C -0.982 -4.133 2.337
C -1.900 -5.163 2.471
C -3.071 -4.968 3.190
C -3.322 -3.734 3.772
C -2.407 -2.702 3.628
C 0.984 -1.884 4.233
C 0.858 -1.123 5.389
C 1.603 -1.435 6.518
C 2.489 -2.501 6.492
C 2.626 -3.261 5.335
C 1.870 -2.958 4.215
H 0.133 -2.199 0.735
H 3.062 -3.305 1.247
H 5.391 -3.963 1.773
H 7.145 -2.227 1.983
H 6.553 0.160 1.677
H 4.220 0.805 1.196
H 2.701 0.640 -1.583
H 3.004 0.029 -3.952
H 2.315 -2.215 -4.752
H 1.309 -3.825 -3.161
H 1.033 -3.228 -0.801
H -0.071 -4.288 1.771
H -1.703 -6.122 2.005
H -3.790 -5.773 3.288
H -4.239 -3.568 4.324
H -2.619 -1.727 4.056
H 0.205 -0.258 5.394
H 1.512 -0.821 7.405
H 3.086 -2.732 7.366
H 3.329 -4.085 5.306
H 1.972 -3.543 3.310
```

Properties
- largest force on an atom (eV Å⁻¹) = 0.889
- multiplicity = 1
- LUMO (eV) = 4.1
- ΔE to the lowest compared entry with this formula, charge and spin (eV) = 0.120
- HOMO-LUMO gap (eV) = 5.67
- total energy (eV) = -153779.3202
- charge = -2